Entry 1:
Molecular formula: C16H24BrN3NaO5PSe
Method: DFT, wB97M-V/def2-TZVPD

CARTESIAN COORDINATES (ANGSTROEM)
Na (1.366758, 0.161704, 0.213383)
Br (4.102519, -1.785806, 0.776677)
C (4.116969, -1.058157, 2.539460)
C (5.337883, -0.903980, 3.127304)
C (5.417280, -0.405614, 4.449092)
C (4.277036, -0.106693, 5.130110)
C (3.002406, -0.275462, 4.523497)
C (1.822247, 0.016338, 5.253432)
C (0.610353, -0.146474, 4.650462)
C (0.529208, -0.575214, 3.299282)
C (1.614923, -0.875687, 2.496311)
C (2.872228, -0.734296, 3.183579)
H (6.234359, -1.165128, 2.581284)
H (6.388442, -0.267897, 4.912163)
H (4.323543, 0.270055, 6.147504)
H (1.906251, 0.372885, 6.275878)
H (-0.299715, 0.079969, 5.201368)
H (-0.477395, -0.634397, 2.882730)
C (-3.528655, 1.409033, -1.912670)
N (-2.663181, 0.671034, -1.013056)
C (-2.522481, 1.383011, 0.252647)
P (-1.324477, -0.157496, -1.634417)
O (-0.345603, -0.659909, -0.611994)
N (-0.980748, 0.117658, -3.249030)
C (-0.882487, 1.415443, -3.905178)
C (0.047369, -0.773655, -3.781983)
N (-2.115453, -1.684879, -1.979672)
C (-2.470611, -2.483184, -0.827067)
C (-3.152946, -1.774335, -2.973489)
H (-3.160921, 2.433113, -2.059642)
H (-4.536828, 1.464034, -1.484762)
H (-3.614502, 0.931187, -2.887288)
H (-2.206706, 2.416646, 0.104694)
H (-1.779026, 0.903876, 0.885313)
H (-3.493115, 1.339299, 0.764228)
H (-1.591070, 2.128583, -3.505544)
H (-1.103590, 1.251711, -4.970212)
H (0.106958, 1.868123, -3.810373)
H (-0.045697, -1.769568, -3.354461)
H (1.047640, -0.379994, -3.566649)
H (-0.083919, -0.850254, -4.868208)
H (-1.717990, -2.402056, -0.049239)
H (-2.556772, -3.541419, -1.110613)
H (-3.448041, -2.177362, -0.409691)
H (-2.926879, -1.149559, -3.836332)
H (-4.147090, -1.479415, -2.582886)
H (-3.260970, -2.811555, -3.320604)
O (2.170788, 1.271535, -1.452846)
Se (1.105744, 2.532002, -1.194217)
O (1.278493, 3.725405, -2.310863)
O (-0.432449, 1.881798, -1.382425)
O (1.189921, 2.984994, 0.395035)

Force components x, y, z for each atom (eV/Å):
0.47 -0.29 0.90
-0.01 0.05 -0.01
-0.30 0.06 0.21
0.05 0.01 0.09
0.09 -0.03 -0.09
-0.13 -0.03 -0.10
-0.04 0.11 0.35
0.15 -0.01 -0.01
-0.09 -0.08 -0.20
-0.17 0.08 0.19
0.28 0.12 0.22
0.27 -0.25 -0.40
0.02 0.01 0.02
0.01 -0.01 -0.02
-0.01 -0.01 0.01
0.01 0.00 0.00
0.00 -0.01 -0.01
0.02 -0.01 -0.05
-0.02 0.00 -0.01
0.01 0.30 -0.17
0.03 -0.19 0.08
0.10 -1.21 0.82
-1.04 0.36 -0.80
0.16 0.31 -0.28
-0.02 0.01 -0.04
0.02 -0.12 0.01
0.00 -0.09 -0.19
-0.09 -0.06 0.03
-0.19 -0.02 -0.02
-0.04 0.03 0.00
0.01 0.01 0.04
0.09 -0.08 0.01
-0.01 0.05 -0.01
0.03 -0.06 -0.08
0.02 0.07 0.00
-0.01 0.00 0.05
0.00 0.00 0.00
-0.01 -0.04 0.00
-0.02 0.02 0.06
0.00 -0.01 -0.01
0.02 0.02 0.01
0.08 0.08 -0.04
-0.02 0.03 -0.05
0.03 0.00 0.04
0.06 -0.01 0.02
0.03 0.05 0.02
0.04 -0.02 0.01
-0.33 0.95 -0.28
-0.13 -0.01 -0.04
0.06 -0.38 0.58
0.36 0.44 0.09
0.16 -0.16 -0.94

Highest occupied orbital energy: -1.48 eV
Charge: -2
Calculated total energy: -180783.3961 eV
Max |F|: 1.47 eV/A



Entry 2:
Molecular formula: C16H24CoNS3
Method: DFT, wB97M-V/def2-TZVPD

CARTESIAN COORDINATES (ANGSTROEM)
Co (-0.159632, -0.555036, 0.467493)
C (2.220081, 1.119717, 2.169841)
C (1.005438, 0.246475, 2.309049)
C (-0.285927, 0.818978, 2.293625)
C (-1.437669, 0.034994, 2.507089)
C (-2.799643, 0.661161, 2.524574)
C (-1.272533, -1.339294, 2.701562)
C (-0.010247, -1.952718, 2.671301)
C (0.122111, -3.433740, 2.814075)
C (1.118276, -1.145550, 2.455344)
H (2.192901, 1.711580, 1.253249)
H (3.135000, 0.530585, 2.181150)
H (2.266698, 1.824791, 3.000630)
H (-0.375034, 1.891927, 2.162323)
H (-3.090939, 0.994655, 1.526192)
H (-2.813744, 1.528925, 3.183581)
H (-3.550801, -0.046444, 2.866767)
H (-2.148133, -1.960342, 2.842009)
H (0.174310, -3.893902, 1.824256)
H (-0.739999, -3.856159, 3.325045)
H (1.025608, -3.694636, 3.362555)
H (2.102038, -1.599307, 2.445130)
C (1.981337, 1.382966, -2.470248)
C (2.565164, 0.124282, -1.848002)
S (1.394604, -1.167837, -1.326807)
C (0.273849, -1.372805, -2.737696)
C (-0.821177, -0.322846, -3.007176)
S (-1.412293, 0.564608, -1.543459)
C (-1.764603, 2.260267, -2.119521)
C (-0.447804, 2.892029, -2.549946)
S (0.784752, 2.201900, -1.382923)
H (1.505061, 1.165762, -3.425738)
H (2.778890, 2.104357, -2.662496)
H (3.156502, 0.355826, -0.960402)
H (3.252025, -0.315172, -2.573026)
H (-0.194908, -2.333769, -2.535673)
H (0.872081, -1.484706, -3.642860)
H (-1.691010, -0.833611, -3.424845)
H (-0.503943, 0.424353, -3.732522)
H (-2.168545, 2.750012, -1.231766)
H (-2.542243, 2.263498, -2.881526)
H (-0.448020, 3.979072, -2.494681)
H (-0.163350, 2.604012, -3.560221)
N (-1.854840, -3.010447, -0.578800)
C (-1.229701, -2.118403, -0.196522)

Force components x, y, z for each atom (eV/Å):
-0.19 -0.56 0.50
0.08 -0.01 0.06
0.01 0.01 -0.22
0.09 -0.01 -0.27
0.09 -0.03 0.06
-0.05 0.01 -0.01
0.09 0.02 -0.01
-0.05 0.08 -0.01
-0.01 -0.01 0.00
-0.03 0.10 0.05
-0.01 0.03 0.02
0.00 0.00 -0.02
0.01 -0.01 0.01
-0.06 0.01 0.09
-0.01 0.02 0.01
0.00 0.01 0.00
-0.01 0.00 0.00
-0.01 0.00 0.00
0.00 -0.02 0.00
0.00 -0.01 0.01
0.01 -0.01 -0.02
0.00 -0.01 0.00
-0.09 -0.05 -0.06
0.08 -0.02 0.01
0.11 0.25 -0.09
-0.04 -0.04 -0.03
0.02 0.04 -0.04
-0.07 0.15 -0.14
0.03 0.06 0.10
0.00 -0.12 -0.01
-0.04 0.05 -0.18
-0.04 0.04 0.05
0.02 0.01 0.03
-0.04 -0.04 0.03
-0.03 -0.04 0.01
0.03 0.00 0.02
0.06 -0.01 0.05
-0.03 0.02 0.03
-0.01 0.00 0.02
-0.02 -0.02 -0.01
0.04 -0.05 -0.07
-0.02 0.00 0.06
0.04 0.02 0.02
0.01 0.00 -0.09
0.04 0.15 0.05

<S²>: 6.021
Highest occupied orbital energy (spin up / spin down): -15.47 / -16.27 eV
Charge: +2
Calculated total energy: -88587.4463 eV
Max |F|: 0.78 eV/A
2S+1: 5



> Which of these has the highest charge?

C16H24CoNS3



> Among the records above, which one has the highest calculated total energy?

C16H24CoNS3



> The highest calculated total energy belongs to which entry?

C16H24CoNS3



> The lowest charge belongs to which entry?

C16H24BrN3NaO5PSe